*one*
Here is 4 unconnected molecules or ions with the total composition C2H12N2O3 from the OMol25 dataset. Energies are from wB97M-V/def2-TZVPD.

Last columns: bonded neighbours and bond lengths (Å).
Atoms and positions in Å:
1 C 0.415 -1.850 -1.671  N4 1.462, H5 1.089, H6 1.090, H7 1.091
2 N 1.816 0.583 -1.215  C3 1.366, H8 1.008, H9 1.005
3 C 0.491 0.501 -1.535  N2 1.366, N4 1.284, H10 1.085
4 N -0.206 -0.563 -1.362  C1 1.462, C3 1.284
5 H 1.150 -2.156 -0.928  C1 1.089
6 H 0.969 -1.823 -2.609  C1 1.090
7 H -0.364 -2.614 -1.683  C1 1.091
8 H 2.145 -0.178 -0.642  N2 1.008
9 H 2.229 1.490 -1.087  N2 1.005
10 H -0.016 1.424 -1.798  C3 1.085
11 H -1.265 -1.028 1.787  O13 0.962
12 H -0.560 -0.349 0.604  O13 0.978
13 O -0.663 -0.308 1.576  H11 0.962, H12 0.978
14 H -2.341 1.680 0.404  O16 0.965
15 H -2.849 1.249 -0.938  O16 0.965
16 O -2.837 2.016 -0.353  H14 0.965, H15 0.965
17 H 0.152 0.181 3.381  O19 0.970
18 H 0.807 1.336 4.150  O19 0.964
19 O 0.926 0.407 3.920  H17 0.970, H18 0.964

Output
HOMO level   -9.06 eV
SMILES   C/N=C\N.O.O.O
Molecular weight   112.1 g mol⁻¹
Charge   0

Atomic partial charges in e from the Mulliken method, atoms 1 to 5:
1. C -0.91
2. N -0.43
3. C 0.13
4. N -0.54
5. H 0.30


*two*
Here is 4 unconnected molecules or ions with the total composition C2H12N2O3 from the OMol25 dataset. Energies are from wB97M-V/def2-TZVPD.

Last columns: bonded neighbours and bond lengths (Å).
Atoms and positions in Å:
1 C 2.769 0.102 2.198  N4 1.446, H5 1.103, H6 1.097, H7 1.130
2 N 0.993 -2.112 2.146  C3 1.399, H8 1.006, H9 0.997
3 C 0.666 -0.819 1.725  N2 1.399, N4 1.255, H10 1.105
4 N 1.423 0.181 1.675  C1 1.446, C3 1.255
5 H 3.421 0.977 2.042  C1 1.103
6 H 3.502 -0.581 1.751  C1 1.097
7 H 2.718 -0.236 3.274  C1 1.130
8 H 1.960 -2.318 2.333  N2 1.006
9 H 0.354 -2.852 2.342  N2 0.997
10 H -0.381 -0.696 1.395  C3 1.105
11 H -1.940 -1.018 -2.759  O13 0.969
12 H -1.994 -0.365 -1.330  O13 0.965
13 O -2.420 -1.001 -1.917  H11 0.969, H12 0.965
14 H -3.392 1.113 -2.270  O16 0.964
15 H -2.984 2.232 -1.334  O16 0.972
16 O -3.480 1.396 -1.352  H14 0.964, H15 0.972
17 H 0.177 2.493 -3.458  O19 0.966
18 H -0.809 1.573 -2.796  O19 0.967
19 O -0.581 1.932 -3.665  H17 0.966, H18 0.967

Output
HOMO level   -9.26 eV
SMILES   C/N=C\N.O.O.O
Molecular weight   112.1 g mol⁻¹
Charge   0

Atomic partial charges in e from the Mulliken method, atoms 1 to 5:
1. C -0.88
2. N -0.37
3. C 0.16
4. N -0.47
5. H 0.28


Which of them is the most stable? Correct choice: *one*.